1.
This record from the Open Molecules 2025 dataset describes a 4-piece molecular cluster, C31H61N3O4 overall in a non-equilibrium geometry. The level of theory is ωB97M-V with the def2-TZVPD basis set.

Results
net charge: 0
energy: -1682.8879 hartree
SMILES: CC(=O)OCCCCCC1=CC(=O)C=CC1=O.CCN(CC)CC.CCN(CC)CC.CCN(CC)CC

Atoms and positions in Å:
C (3.47, -6.95, 1.89)
C (2.68, -5.61, 1.95)
O (2.17, -5.35, 2.98)
O (2.55, -4.81, 0.85)
C (3.63, -3.86, 0.73)
C (3.34, -2.48, 1.46)
C (1.85, -2.34, 1.89)
C (1.43, -0.86, 2.17)
C (0.07, -0.83, 2.98)
C (-0.93, -1.76, 2.28)
C (-1.17, -3.01, 2.68)
C (-2.17, -3.84, 1.85)
O (-3.00, -4.54, 2.35)
C (-2.04, -3.64, 0.33)
C (-1.83, -2.39, -0.06)
C (-1.72, -1.30, 1.04)
O (-2.22, -0.22, 0.95)
H (4.00, -7.01, 2.86)
H (2.72, -7.77, 1.90)
H (4.15, -7.02, 1.03)
H (4.59, -4.30, 1.04)
H (3.69, -3.61, -0.35)
H (3.55, -1.65, 0.75)
H (4.06, -2.40, 2.29)
H (1.24, -2.70, 1.04)
H (1.66, -2.91, 2.82)
H (1.21, -0.38, 1.19)
H (2.22, -0.26, 2.67)
H (-0.37, 0.19, 2.97)
H (0.21, -1.10, 4.04)
H (-0.67, -3.47, 3.55)
H (-2.10, -4.48, -0.38)
H (-1.70, -2.11, -1.12)
C (3.01, 1.94, 4.88)
C (1.71, 2.69, 5.07)
N (0.91, 2.21, 6.19)
C (-0.45, 2.74, 6.19)
C (-0.62, 4.25, 6.39)
C (1.58, 2.18, 7.48)
C (2.15, 3.49, 8.02)
H (2.84, 0.86, 4.78)
H (3.52, 2.29, 3.98)
H (3.70, 2.10, 5.71)
H (1.13, 2.57, 4.15)
H (1.93, 3.77, 5.16)
H (-1.03, 2.21, 6.95)
H (-0.92, 2.47, 5.24)
H (-0.46, 4.54, 7.43)
H (-1.65, 4.53, 6.14)
H (0.04, 4.83, 5.75)
H (2.39, 1.45, 7.42)
H (0.90, 1.75, 8.22)
H (2.68, 4.06, 7.26)
H (2.86, 3.27, 8.82)
H (1.37, 4.12, 8.45)
C (-0.36, -0.32, -6.31)
C (0.49, -0.19, -5.04)
N (0.37, -1.32, -4.13)
C (0.97, -1.04, -2.83)
C (2.48, -0.83, -2.77)
C (0.64, -2.64, -4.68)
C (2.01, -2.88, -5.31)
H (-1.41, -0.49, -6.06)
H (-0.29, 0.60, -6.89)
H (-0.02, -1.14, -6.95)
H (0.16, 0.71, -4.52)
H (1.53, -0.01, -5.34)
H (0.70, -1.85, -2.13)
H (0.48, -0.15, -2.41)
H (3.03, -1.77, -2.87)
H (2.76, -0.40, -1.81)
H (2.83, -0.14, -3.54)
H (-0.12, -2.85, -5.44)
H (0.47, -3.39, -3.91)
H (2.33, -2.05, -5.95)
H (1.98, -3.78, -5.94)
H (2.78, -3.05, -4.56)
C (-3.46, 1.25, -2.76)
C (-3.00, 2.26, -3.80)
N (-3.99, 2.54, -4.83)
C (-3.45, 3.27, -5.96)
C (-2.93, 4.69, -5.72)
C (-5.29, 2.99, -4.35)
C (-5.34, 4.26, -3.50)
H (-3.78, 0.32, -3.22)
H (-2.64, 1.02, -2.08)
H (-4.28, 1.64, -2.15)
H (-2.11, 1.83, -4.27)
H (-2.67, 3.18, -3.30)
H (-4.20, 3.30, -6.76)
H (-2.63, 2.68, -6.38)
H (-3.75, 5.40, -5.60)
H (-2.35, 5.02, -6.58)
H (-2.28, 4.75, -4.85)
H (-5.74, 2.18, -3.78)
H (-5.96, 3.12, -5.21)
H (-4.55, 4.28, -2.74)
H (-6.30, 4.31, -2.97)
H (-5.26, 5.16, -4.10)

Results of the Löwdin charge analysis, in e, for atoms 1 through 5: 0.018, -0.517, 0.132, -0.055, -0.159

2.
This record from the Open Molecules 2025 dataset describes a 14-piece molecular cluster, C31H62BBr26NO2 overall in a non-equilibrium geometry. The level of theory is ωB97M-V with the def2-TZVPD basis set.

Results
net charge: 0
energy: -68372.7861 hartree

Atoms and positions in Å:
N (10.58, -4.40, -0.18)
C (10.65, -3.68, 0.80)
O (10.66, -2.50, 1.60)
B (9.28, -2.01, 1.77)
C (8.68, -0.96, 0.69)
C (7.31, -1.41, -0.01)
C (6.13, -1.85, 0.99)
C (5.60, -3.35, 0.77)
O (6.57, -4.36, 1.21)
H (8.68, -2.39, 2.73)
H (9.47, -0.89, -0.16)
H (8.58, 0.11, 1.10)
H (7.45, -2.23, -0.82)
H (6.92, -0.49, -0.59)
H (5.22, -1.16, 0.78)
H (6.36, -1.72, 2.10)
H (4.69, -3.48, 1.47)
H (5.28, -3.53, -0.31)
H (6.56, -5.08, 0.54)
Br (3.30, -0.28, -0.18)
C (1.49, -0.90, -0.58)
C (1.03, -1.93, 0.42)
Br (1.82, -3.68, 0.06)
H (1.50, -1.27, -1.61)
H (0.87, 0.00, -0.52)
H (-0.05, -2.09, 0.34)
H (1.27, -1.68, 1.45)
Br (-1.42, 1.20, 0.72)
C (-0.36, 1.86, 2.21)
C (-0.14, 3.35, 2.10)
Br (1.22, 3.76, 0.77)
H (0.57, 1.29, 2.22)
H (-0.94, 1.62, 3.10)
H (0.25, 3.75, 3.04)
H (-1.04, 3.90, 1.82)
Br (-3.49, 0.81, -2.39)
C (-3.86, 2.43, -1.39)
C (-4.89, 3.28, -2.09)
Br (-4.12, 4.24, -3.60)
H (-2.91, 2.94, -1.24)
H (-4.24, 2.09, -0.42)
H (-5.27, 4.06, -1.42)
H (-5.74, 2.71, -2.47)
Br (-8.41, 3.86, -2.09)
C (-8.91, 2.34, -0.98)
C (-9.18, 2.76, 0.44)
Br (-7.51, 3.07, 1.41)
H (-8.11, 1.60, -1.07)
H (-9.82, 1.94, -1.44)
H (-9.67, 1.96, 1.00)
H (-9.77, 3.67, 0.52)
Br (-8.79, 6.04, 3.90)
C (-8.71, 6.51, 2.01)
C (-9.88, 7.37, 1.61)
Br (-11.50, 6.30, 1.40)
H (-8.64, 5.58, 1.45)
H (-7.77, 7.06, 1.90)
H (-9.71, 7.81, 0.62)
H (-10.11, 8.16, 2.32)
Br (-2.39, -6.11, -2.05)
C (-1.38, -4.49, -1.65)
C (-2.24, -3.26, -1.82)
Br (-2.45, -2.81, -3.70)
H (-0.50, -4.50, -2.28)
H (-1.08, -4.60, -0.60)
H (-1.75, -2.39, -1.38)
H (-3.24, -3.36, -1.40)
Br (-9.94, -0.86, 2.39)
C (-9.96, -0.55, 4.31)
C (-9.45, 0.83, 4.65)
Br (-7.51, 0.93, 4.52)
H (-9.37, -1.35, 4.77)
H (-11.00, -0.66, 4.61)
H (-9.68, 1.08, 5.69)
H (-9.86, 1.61, 4.00)
Br (5.72, 2.84, -4.25)
C (3.91, 2.21, -4.63)
C (3.46, 1.18, -3.63)
Br (4.28, -0.55, -3.98)
H (3.92, 1.84, -5.66)
H (3.29, 3.11, -4.58)
H (2.39, 1.01, -3.71)
H (3.71, 1.45, -2.60)
Br (-4.01, 7.39, -1.36)
C (-2.66, 7.38, 0.04)
C (-2.45, 5.98, 0.58)
Br (-3.89, 5.46, 1.78)
H (-2.98, 8.09, 0.80)
H (-1.75, 7.75, -0.44)
H (-1.54, 5.94, 1.19)
H (-2.39, 5.22, -0.20)
Br (4.55, -5.95, -1.32)
C (3.25, -6.77, -2.51)
C (3.61, -6.54, -3.96)
Br (3.16, -4.72, -4.50)
H (2.27, -6.38, -2.24)
H (3.28, -7.84, -2.28)
H (3.02, -7.18, -4.61)
H (4.67, -6.68, -4.17)
Br (-11.00, -2.93, 6.93)
C (-12.80, -2.23, 7.19)
C (-13.81, -3.03, 6.42)
Br (-13.78, -2.59, 4.52)
H (-12.78, -1.18, 6.91)
H (-12.98, -2.31, 8.26)
H (-14.83, -2.79, 6.75)
H (-13.66, -4.11, 6.50)
Br (10.72, -6.11, -5.58)
C (11.77, -5.39, -4.11)
C (12.00, -3.90, -4.27)
Br (13.38, -3.54, -5.61)
H (12.70, -5.96, -4.06)
H (11.19, -5.59, -3.21)
H (12.38, -3.47, -3.35)
H (11.10, -3.36, -4.58)
Br (12.12, 0.81, 0.72)
C (12.22, 1.24, -1.17)
C (11.04, 2.07, -1.61)
Br (9.44, 0.98, -1.81)
H (12.31, 0.30, -1.71)
H (13.15, 1.80, -1.29)
H (11.22, 2.50, -2.60)
H (10.80, 2.87, -0.91)

Results of the Löwdin charge analysis, in e, for atoms 1 through 5: 0.137, -0.208, 0.002, -0.174, -0.215